9
Properties=species:S:1:pos:R:3:nbo_charge:R:1 method="wB97M-V/def2-TZVPD" relative_energy_kcal_mol=59.37 homo_lumo_gap_ev=7.96 e_tot_ev=-23724.2476 homo_energy_ev=-8.7 total_charge=0
Si -1.485 0.054 -0.065 0.304
Si 0.754 1.223 -0.333 0.185
Si 0.560 -1.173 -0.115 0.246
H -2.180 -0.353 1.287 -0.103
H -2.540 0.820 -0.768 -0.113
H 1.601 1.326 -1.580 -0.115
H 2.224 2.190 0.991 -0.140
H 0.576 -1.559 1.201 -0.151
H 0.490 -2.527 -0.619 -0.113